# 1
{"formula": "C2H6N3O2", "method": "ωB97M-V/def2-TZVPD", "species": ["C", "C", "N", "N", "N", "O", "O", "H", "H", "H", "H", "H", "H"], "positions_angstrom": [[-0.628834, 0.341034, 0.644819], [1.858644, -0.167586, -0.679183], [-1.394344, 0.961936, -0.090255], [-2.955763, 1.533177, 0.301380], [2.195686, -1.572931, -0.402088], [-3.266998, 1.132402, 1.353414], [-3.275572, 2.358480, -0.502636], [-1.091552, -0.205228, 1.558146], [2.699373, 0.401115, -0.400927], [-0.991896, 1.307881, -0.930821], [1.770068, -1.928821, 0.557722], [3.249465, -1.910888, -0.376240], [1.831723, -2.250571, -1.033329]], "atomic_forces_ev_per_a": [[0.5, -2.8, 2.4], [-2.0, -0.6, -1.3], [-0.3, 0.4, -0.1], [1.8, 0.9, -1.2], [2.1, -2.3, 3.3], [-0.9, 0.1, -0.1], [-0.4, -1.2, 1.2], [0.6, 1.3, -1.1], [1.1, 0.9, 1.0], [-0.4, 1.1, -1.3], [1.0, 1.2, -2.0], [-2.0, 1.3, 0.3], [-1.2, -0.3, -1.2]], "charge": 1, "de_lowest_kj_mol": 982.5, "gap_ev": [7.47, 6.67]}

# 2
{"formula": "C55H45BrInN7O6STe", "method": "ωB97M-V/def2-TZVPD", "species": ["In", "N", "C", "C", "C", "C", "C", "C", "S", "O", "O", "N", "C", "N", "C", "C", "C", "N", "H", "H", "H", "H", "H", "H", "H", "H", "H", "C", "C", "C", "C", "C", "O", "C", "C", "C", "C", "C", "C", "C", "O", "C", "C", "C", "N", "C", "C", "Te", "C", "C", "C", "C", "C", "C", "C", "C", "C", "C", "C", "C", "H", "H", "H", "H", "H", "H", "H", "H", "H", "H", "H", "H", "H", "H", "H", "H", "H", "H", "H", "H", "H", "H", "H", "H", "N", "C", "C", "C", "C", "C", "C", "C", "C", "N", "C", "H", "H", "H", "H", "H", "H", "H", "H", "Br", "C", "C", "C", "C", "C", "C", "C", "O", "O", "H", "H", "H", "H"], "positions_angstrom": [[-1.143798, -0.922934, -0.029669], [-1.849868, 6.344108, -4.637811], [-1.549731, 5.344414, -3.723818], [-0.648237, 4.330202, -4.052308], [-0.318618, 3.359659, -3.122943], [-0.890820, 3.389112, -1.861473], [-1.762796, 4.410200, -1.508833], [-2.097863, 5.375363, -2.437527], [-0.383473, 2.187273, -0.647847], [-1.939166, 2.838957, 2.268793], [0.651932, 1.366127, -1.337358], [-1.644641, 1.089059, -0.617760], [-2.880808, 1.186920, -0.060806], [-3.713448, 2.211990, -0.271446], [-4.957418, 2.040514, 0.140695], [-5.419574, 0.868953, 0.732058], [-4.469857, -0.099509, 0.975875], [-3.196038, 0.078069, 0.648701], [-1.691940, 6.123956, -5.606350], [-2.701917, 6.853360, -4.476437], [-0.197707, 4.313854, -5.038316], [0.391464, 2.575824, -3.359219], [-2.189737, 4.439329, -0.514663], [-2.784305, 6.170020, -2.169471], [-5.631905, 2.874510, -0.026188], [-6.453886, 0.736750, 1.008955], [-4.720454, -1.029397, 1.475228], [5.111731, 1.285279, 3.821642], [3.810735, 0.949144, 3.146537], [2.716320, 1.789156, 3.197618], [1.487858, 1.452505, 2.626103], [0.397642, 2.440171, 2.815558], [0.627688, 3.622616, 2.986609], [-1.037644, 2.020705, 2.930667], [-1.459688, 1.051884, 3.744629], [-2.828845, 0.889998, 4.189872], [-3.709931, 1.896449, 4.334479], [-3.420270, 3.292401, 4.060911], [-2.536368, 3.714564, 3.158014], [1.330188, 0.245057, 1.909003], [0.158499, -0.039053, 1.368748], [2.468032, -0.579111, 1.807322], [3.652371, -0.241866, 2.442549], [2.466186, -1.828662, 0.990479], [2.783554, -1.871549, -0.238410], [3.114926, -0.633137, -0.937837], [3.993939, -0.931930, -2.138442], [4.317359, 0.819627, -3.341494], [4.771616, 2.064075, -1.698240], [3.798527, 2.906878, -1.172259], [4.069898, 3.660709, -0.037687], [5.312891, 3.577240, 0.571317], [6.289506, 2.742855, 0.044152], [6.021973, 1.988623, -1.089946], [2.095764, -3.103185, 1.673481], [1.557985, -3.089951, 2.958226], [1.173074, -4.274390, 3.575173], [1.336117, -5.483073, 2.916972], [1.892346, -5.504974, 1.642093], [2.270255, -4.326083, 1.024906], [5.093815, 2.300859, 4.216302], [5.948142, 1.208199, 3.125057], [5.314171, 0.608175, 4.654450], [2.776542, 2.737417, 3.718748], [-0.705927, 0.375383, 4.135079], [-3.121285, -0.096042, 4.537773], [-4.671037, 1.671385, 4.782382], [-3.924644, 4.046110, 4.653044], [-2.251886, 4.750515, 3.021928], [4.492063, -0.926574, 2.357561], [3.617139, 0.077261, -0.276642], [2.195329, -0.133226, -1.256739], [3.526805, -1.664393, -2.798563], [4.962885, -1.324574, -1.833705], [2.817693, 2.945753, -1.625591], [3.300934, 4.299471, 0.379148], [5.519322, 4.159363, 1.460410], [7.264241, 2.681512, 0.512760], [6.788631, 1.346774, -1.506445], [1.457909, -2.146638, 3.484349], [0.755088, -4.251036, 4.573762], [1.039836, -6.407247, 3.396490], [2.032709, -6.448954, 1.130216], [2.697462, -4.325503, 0.030401], [-1.482029, -2.407953, 1.756433], [-1.474834, -3.760069, 1.288827], [-2.076971, -4.792692, 1.945459], [-2.031450, -6.100236, 1.417519], [-1.363090, -6.353303, 0.255433], [-0.736751, -5.300233, -0.450058], [-0.024628, -5.490878, -1.656119], [0.529717, -4.422322, -2.289866], [0.344180, -3.141337, -1.742667], [-0.284702, -2.932882, -0.612188], [-0.814248, -3.994523, 0.058361], [-2.232602, -2.224053, 2.411172], [-0.600058, -2.164969, 2.210595], [-2.581893, -4.607714, 2.886229], [-2.518530, -6.903493, 1.953423], [-1.310668, -7.356566, -0.148027], [0.060579, -6.489286, -2.067099], [1.064187, -4.525429, -3.222610], [0.721098, -2.269382, -2.263402], [-4.994955, -2.766582, -4.555886], [-3.741590, -1.348368, -4.693365], [-3.893313, -0.458236, -5.745073], [-3.017260, 0.607987, -5.870800], [-2.010938, 0.791337, -4.934282], [-1.885662, -0.091824, -3.874284], [-2.737282, -1.186431, -3.747310], [-2.522181, -2.167288, -2.618314], [-2.295323, -3.339293, -2.870859], [-2.578319, -1.660027, -1.428023], [-4.694018, -0.604308, -6.456677], [-3.131203, 1.299735, -6.695461], [-1.333785, 1.630210, -5.016619], [-1.117039, 0.086768, -3.129444]], "atomic_forces_ev_per_a": [[-0.4, 0.1, 0.2], [0.0, 0.0, 0.0], [0.0, 0.0, 0.0], [0.0, 0.0, 0.0], [0.0, 0.0, 0.0], [0.1, 0.0, -0.1], [0.0, 0.0, 0.0], [0.0, 0.0, 0.0], [-0.1, 0.0, 0.0], [0.0, 0.0, 0.0], [0.1, 0.0, 0.0], [-0.1, -0.2, 0.1], [0.2, 0.2, 0.0], [0.1, 0.0, 0.0], [0.0, 0.0, 0.0], [0.0, 0.0, 0.0], [0.1, 0.0, 0.2], [-0.2, -0.1, -0.2], [0.0, 0.0, 0.0], [0.0, 0.0, 0.0], [0.0, 0.0, 0.0], [0.0, 0.0, 0.0], [0.0, 0.0, 0.0], [0.0, 0.0, 0.0], [0.0, 0.0, 0.0], [0.0, 0.0, 0.0], [0.0, 0.0, 0.0], [0.0, 0.0, 0.0], [0.0, 0.0, 0.0], [0.0, 0.0, 0.1], [0.1, 0.0, 0.1], [0.0, 0.1, -0.1], [0.0, 0.0, -0.2], [0.0, 0.0, 0.2], [0.0, -0.1, 0.0], [0.0, -0.1, -0.1], [0.0, 0.0, 0.0], [0.0, 0.0, 0.0], [0.0, 0.0, 0.0], [-0.2, 0.3, -0.1], [0.4, -0.5, 0.1], [0.0, -0.1, 0.0], [0.0, 0.1, -0.1], [-0.1, 0.0, -0.1], [-0.1, 0.0, -0.1], [0.1, 0.0, 0.0], [0.0, 0.0, 0.0], [0.0, 0.0, 0.0], [0.0, -0.1, 0.0], [0.0, 0.0, 0.0], [0.0, 0.0, 0.0], [0.0, 0.0, 0.0], [0.0, 0.0, 0.0], [0.0, 0.0, 0.0], [0.0, 0.0, 0.0], [0.0, 0.0, 0.0], [0.0, 0.0, 0.0], [0.0, 0.0, 0.0], [0.0, 0.0, 0.0], [0.0, 0.0, 0.0], [0.0, 0.0, 0.0], [0.0, 0.0, 0.0], [0.0, 0.0, 0.0], [0.0, 0.0, 0.0], [0.0, 0.0, 0.0], [0.0, 0.0, 0.0], [0.0, 0.0, 0.0], [0.0, 0.0, 0.0], [0.0, 0.0, 0.0], [0.0, 0.0, 0.0], [0.0, 0.0, 0.0], [0.0, -0.1, 0.0], [0.0, 0.0, 0.0], [0.0, 0.0, 0.0], [-0.1, 0.0, 0.0], [0.0, 0.0, 0.0], [0.0, 0.0, 0.0], [0.0, 0.0, 0.0], [0.0, 0.0, 0.0], [0.0, 0.0, 0.0], [0.0, 0.0, 0.0], [0.0, 0.0, 0.0], [0.0, 0.0, 0.0], [0.0, 0.0, 0.0], [0.1, 0.0, -0.1], [0.0, 0.0, 0.0], [0.0, 0.0, 0.0], [0.0, 0.0, 0.0], [0.0, 0.0, 0.0], [0.0, 0.0, 0.0], [0.0, 0.0, 0.0], [0.0, 0.0, 0.0], [0.1, 0.0, 0.0], [0.3, 0.1, 0.0], [-0.1, 0.0, 0.0], [-0.1, 0.0, -0.1], [0.0, -0.1, 0.1], [0.0, 0.0, 0.0], [0.0, 0.0, 0.0], [0.0, 0.0, 0.0], [0.0, 0.0, 0.0], [0.0, 0.0, 0.0], [0.0, 0.0, 0.0], [0.0, 0.0, 0.0], [0.0, 0.0, 0.0], [0.0, 0.0, 0.0], [0.0, 0.0, 0.0], [0.0, 0.0, 0.0], [0.0, 0.0, 0.0], [-0.1, 0.0, 0.0], [0.1, -0.1, 0.1], [0.0, 0.0, 0.0], [0.0, 0.2, -0.1], [0.0, 0.0, 0.0], [0.0, 0.0, 0.0], [0.0, 0.0, 0.0], [0.0, 0.0, 0.0]], "de_lowest_kj_mol": 288.1, "gap_ev": 7.08}

# 3
{"formula": "C19H32N2O2", "method": "ωB97M-V/def2-TZVPD", "species": ["C", "C", "C", "C", "C", "C", "O", "C", "C", "C", "C", "C", "C", "H", "H", "C", "N", "C", "C", "N", "C", "C", "H", "H", "H", "H", "C", "H", "C", "O", "H", "H", "H", "H", "H", "H", "H", "H", "H", "H", "H", "H", "H", "H", "H", "H", "H", "H", "H", "H", "H", "H", "H", "H", "H"], "positions_angstrom": [[-6.113512, -3.338065, 0.818114], [-4.647184, -3.276310, 0.406294], [-4.347539, -2.157678, -0.592189], [-4.493487, -0.761242, 0.006940], [-4.116901, 0.327409, -0.995291], [-4.222554, 1.721668, -0.372047], [-3.323136, 1.914918, 0.698654], [-2.008664, 2.164129, 0.445283], [-1.437210, 2.334010, -0.810755], [-0.086394, 2.617323, -0.923634], [0.727829, 2.737534, 0.192520], [0.147871, 2.565015, 1.445751], [-1.194745, 2.283058, 1.573593], [-1.647469, 2.156736, 2.544644], [0.755030, 2.663901, 2.334091], [2.207668, 2.996782, 0.050486], [3.036892, 1.801976, -0.047639], [2.765021, 0.993110, -1.219198], [3.843084, -0.081698, -1.344969], [3.819464, -0.912467, -0.159524], [4.088740, -0.104672, 1.010976], [3.006024, 0.966170, 1.135681], [2.029545, 0.470785, 1.267040], [3.208241, 1.588131, 2.010944], [5.065095, 0.410351, 0.946905], [4.071001, -0.745590, 1.896096], [4.577043, -2.142413, -0.252587], [4.235291, -2.658602, -1.153112], [6.115531, -2.025656, -0.303983], [6.722824, -2.015468, 0.967104], [6.405634, -1.251332, 1.460582], [6.405061, -1.135489, -0.879396], [6.527895, -2.903965, -0.805058], [4.315816, -2.760949, 0.612144], [4.816388, 0.419097, -1.487540], [3.639806, -0.706576, -2.217412], [1.779008, 0.502156, -1.160555], [2.788303, 1.635712, -2.102398], [2.395166, 3.588045, -0.850752], [2.568142, 3.563962, 0.913734], [0.335508, 2.756080, -1.909153], [-2.027673, 2.257235, -1.710478], [-5.211711, 1.848192, 0.078302], [-4.090828, 2.500039, -1.134179], [-3.095000, 0.160280, -1.342189], [-4.781330, 0.284560, -1.860909], [-3.849640, -0.671469, 0.884334], [-5.523513, -0.601323, 0.329582], [-5.016136, -2.254138, -1.451390], [-3.323843, -2.278565, -0.955930], [-4.369550, -4.230523, -0.048038], [-4.026167, -3.140772, 1.294492], [-6.405103, -2.444386, 1.363329], [-6.751109, -3.431430, -0.058611], [-6.288537, -4.197600, 1.461293]], "atomic_forces_ev_per_a": [[0.2, 0.0, 0.0], [-0.1, 0.0, -0.2], [0.0, 0.0, 0.4], [0.1, -0.1, -0.4], [0.0, 0.2, 0.5], [-0.2, -0.1, -0.5], [0.2, 0.0, 0.2], [0.2, 0.0, 0.1], [-0.4, -0.1, -0.1], [0.1, 0.1, 0.2], [0.1, 0.1, -0.1], [-0.1, 0.0, -0.1], [-0.2, -0.1, 0.0], [-0.1, 0.0, 0.1], [0.1, 0.0, 0.1], [0.0, 0.0, 0.0], [0.1, 0.0, 0.0], [0.2, -0.1, -0.2], [-0.2, 0.1, -0.1], [0.0, 0.1, 0.0], [-0.3, 0.0, 0.1], [0.3, -0.1, 0.1], [0.1, 0.0, 0.1], [0.0, 0.0, 0.0], [0.0, 0.0, 0.1], [0.0, 0.0, 0.0], [0.3, 0.0, 0.0], [0.0, -0.1, 0.0], [-0.4, 0.0, -0.3], [0.1, 0.1, 0.5], [0.1, -0.1, -0.1], [0.0, -0.1, 0.0], [0.0, 0.1, 0.0], [0.1, -0.1, -0.1], [0.0, 0.0, 0.0], [0.0, 0.0, 0.0], [0.1, 0.0, -0.1], [0.0, 0.0, 0.0], [0.0, 0.0, 0.1], [0.0, 0.1, -0.1], [0.1, 0.0, -0.1], [-0.1, 0.0, 0.0], [0.1, 0.0, -0.1], [0.0, 0.0, 0.1], [0.0, 0.0, -0.1], [0.0, 0.0, -0.1], [0.0, 0.0, 0.1], [-0.1, 0.0, 0.1], [0.0, 0.0, -0.1], [0.0, 0.0, -0.1], [0.1, 0.0, 0.1], [0.1, -0.1, 0.0], [-0.1, 0.1, 0.1], [-0.1, 0.0, -0.1], [-0.1, 0.0, 0.1]], "de_lowest_kj_mol": 212.2, "gap_ev": 9.14}

# 4
{"formula": "CH3F2PS2", "method": "ωB97M-V/def2-TZVPD", "species": ["C", "F", "F", "P", "S", "S", "H", "H", "H"], "positions_angstrom": [[-2.023117, -1.449721, -0.522733], [2.889033, 0.257927, 0.544452], [0.766864, 0.456907, 1.638462], [1.362322, 0.103003, 0.107388], [1.236797, 2.007528, -0.743723], [-1.981563, 0.041164, 0.114235], [-2.916443, -2.058623, -0.313115], [1.753979, 2.445133, 0.331237], [-1.087874, -1.803318, -1.156201]], "atomic_forces_ev_per_a": [[1.5, 0.6, -0.4], [0.1, -0.4, 0.1], [0.7, -0.5, -1.7], [-0.6, 0.5, 1.8], [-1.2, -0.7, -1.9], [0.0, -0.8, -0.4], [0.7, -0.2, -0.5], [1.0, 1.1, 1.8], [-2.3, 0.3, 1.3]], "de_lowest_kj_mol": 181.5, "gap_ev": 8.44}